No. 1
ORCA calculation (ωB97M-V/def2-TZVPD) on C3H3N3S in the gas phase.

Computed properties:
Energy relative to the best compared isomer or geometry (same formula, charge and spin)   0.693 eV
Total energy   -678.55381 a.u.
Molecular weight   113.15 g mol⁻¹
Spin multiplicity   1
Highest occupied orbital energy   -9.344 eV
SMILES   [H]/N=C1\C=NC(=S)N1
HOMO-LUMO gap   7.843 eV

Element x y z (Å)
H (-2.61, -0.14, -0.09)
N (-1.90, -0.86, -0.06)
C (-0.76, -0.34, -0.03)
C (-0.37, 1.12, -0.03)
N (0.91, 1.31, 0.00)
C (1.54, 0.03, 0.00)
S (3.12, -0.31, -0.05)
N (0.49, -0.91, -0.01)
H (-1.10, 1.95, 0.01)
H (0.67, -1.86, 0.26)

---

No. 2
ORCA calculation (ωB97M-V/def2-TZVPD) on a molecular structure, C5H9IO4.

Computed properties:
Total energy   -794.49534 a.u.
Molecular weight   260.03 g mol⁻¹
Spin multiplicity   1
Highest occupied orbital energy   -9.762 eV
HOMO-LUMO gap   8.289 eV

Element x y z (Å)
C (2.51, -0.34, 0.38)
C (1.56, 0.70, -0.20)
O (0.44, 0.78, 0.65)
C (-0.72, 1.30, 0.03)
C (-2.01, 0.53, 0.42)
O (-1.82, -0.73, 1.06)
C (-1.53, -1.73, 0.23)
O (-2.20, -2.65, 0.19)
O (-0.39, -1.66, -0.50)
I (-0.74, -1.71, -2.47)
H (2.97, 0.01, 1.30)
H (3.24, -0.66, -0.35)
H (1.92, -1.21, 0.65)
H (1.30, 0.40, -1.21)
H (2.10, 1.66, -0.23)
H (-0.61, 1.36, -1.05)
H (-0.83, 2.33, 0.37)
H (-2.69, 0.46, -0.43)
H (-2.51, 1.15, 1.15)

---

No. 3
ORCA calculation (ωB97M-V/def2-TZVPD) on C4H8O2 in the gas phase.

Computed properties:
Energy relative to the best compared isomer or geometry (same formula, charge and spin)   0.898 eV
Total energy   -307.67941 a.u.
Molecular weight   88.11 g mol⁻¹
Spin multiplicity   1
Highest occupied orbital energy   -9.507 eV
SMILES   CC(=O)[C@@H](C)O
HOMO-LUMO gap   10.372 eV

Element x y z (Å)
C (1.61, -1.18, -0.44)
C (0.23, -0.60, -0.64)
O (-0.59, -1.03, -1.42)
C (-0.10, 0.54, 0.33)
C (-1.41, 1.25, 0.02)
O (-0.09, -0.10, 1.60)
H (2.27, -0.79, -1.22)
H (1.59, -2.26, -0.55)
H (2.01, -0.90, 0.54)
H (0.73, 1.26, 0.31)
H (-1.42, 1.78, -0.94)
H (-1.63, 2.00, 0.77)
H (-2.26, 0.58, -0.04)
H (-0.94, -0.54, 1.67)

---

No. 4
ORCA calculation (ωB97M-V/def2-TZVPD) on 2 unconnected molecules or ions with the total composition CH4N2O2.

Computed properties:
Energy relative to the best compared isomer or geometry (same formula, charge and spin)   1.696 eV
Total energy   -300.42531 a.u.
Molecular weight   76.05 g mol⁻¹
Spin multiplicity   1
Highest occupied orbital energy   -9.578 eV
SMILES   [H]/N=N/[H].O=CO
HOMO-LUMO gap   9.737 eV

Element x y z (Å)
H (2.55, -1.39, -0.16)
N (2.24, -0.72, 0.58)
N (1.29, -0.01, 0.46)
H (1.00, 0.67, 1.20)
O (-1.91, 0.61, 0.82)
C (-1.84, 0.39, -0.36)
O (-0.78, -0.06, -1.01)
H (-2.61, 0.67, -1.00)
H (0.06, -0.15, -0.51)

---

No. 5
ORCA calculation (ωB97M-V/def2-TZVPD) on 3 unconnected molecules or ions with the total composition C29H35BFO14P.

Computed properties:
Total energy   -2645.55996 a.u.
Molecular weight   668.37 g mol⁻¹
Spin multiplicity   1
Highest occupied orbital energy   -9.577 eV
SMILES   CCCCOP(F)(COC(C)=O)(CC(=O)c1ccccc1)B(O)OCC.O=C1C=C(O)C(=O)C=C1O.O=C1C=C(O)C(=O)C=C1O
HOMO-LUMO gap   7.807 eV

Element x y z (Å)
C (-2.18, 1.63, -4.33)
C (-3.06, 0.61, -3.56)
C (-3.06, 0.88, -2.04)
C (-1.64, 1.11, -1.49)
O (-1.63, 1.20, -0.07)
P (-0.50, 0.17, 0.69)
F (0.60, -0.84, 1.59)
C (-1.34, -1.37, 0.12)
O (-0.59, -2.15, -0.83)
C (-1.11, -3.40, -0.95)
C (-0.15, -4.48, -1.45)
O (-2.26, -3.68, -0.71)
C (0.98, 0.99, -0.03)
C (1.85, 0.16, -0.98)
O (1.44, -0.51, -1.91)
C (3.35, 0.25, -0.77)
C (3.93, 0.19, 0.48)
C (5.29, 0.30, 0.65)
C (6.07, 0.50, -0.47)
C (5.51, 0.55, -1.72)
C (4.15, 0.43, -1.89)
B (-1.13, 0.90, 2.39)
O (-1.00, 2.28, 2.53)
O (-1.69, 0.12, 3.37)
C (-0.77, -0.40, 4.33)
C (0.26, 0.60, 4.87)
H (-2.31, 2.66, -3.98)
H (-1.14, 1.35, -4.14)
H (-2.34, 1.53, -5.41)
H (-4.08, 0.67, -3.96)
H (-2.62, -0.38, -3.73)
H (-3.62, 1.82, -1.88)
H (-3.57, 0.06, -1.52)
H (-1.34, 2.10, -1.88)
H (-0.92, 0.39, -1.92)
H (-1.47, -2.00, 1.02)
H (-2.36, -1.19, -0.24)
H (-0.37, -5.43, -0.97)
H (0.86, -4.12, -1.28)
H (-0.32, -4.56, -2.53)
H (1.62, 1.27, 0.81)
H (0.76, 1.94, -0.54)
H (3.26, 0.04, 1.32)
H (5.70, 0.26, 1.66)
H (7.14, 0.63, -0.34)
H (6.13, 0.70, -2.60)
H (3.68, 0.49, -2.87)
H (-0.06, 2.42, 2.74)
H (-1.33, -0.79, 5.18)
H (-0.20, -1.26, 3.94)
H (1.15, 0.71, 4.23)
H (-0.18, 1.57, 5.13)
H (0.65, 0.19, 5.81)
O (-2.59, -0.70, -6.68)
C (-2.41, -0.85, -7.87)
C (-3.31, -0.31, -8.88)
C (-3.06, -0.52, -10.18)
O (-3.85, -0.05, -11.14)
C (-1.87, -1.31, -10.64)
O (-1.71, -1.49, -11.83)
C (-0.96, -1.83, -9.62)
C (-1.21, -1.61, -8.32)
O (-0.40, -2.06, -7.36)
H (-4.16, 0.26, -8.54)
H (-3.45, -0.34, -11.98)
H (-0.10, -2.38, -9.96)
H (-0.81, -1.78, -6.52)
O (0.65, 2.12, 12.43)
C (0.88, 1.70, 11.32)
C (1.43, 0.37, 11.06)
C (1.68, -0.02, 9.81)
O (2.18, -1.23, 9.53)
C (1.40, 0.87, 8.63)
O (1.66, 0.46, 7.52)
C (0.83, 2.18, 8.89)
C (0.58, 2.58, 10.14)
O (0.06, 3.77, 10.42)
H (1.63, -0.26, 11.92)
H (2.26, -1.26, 8.55)
H (0.62, 2.81, 8.03)
H (-0.02, 3.80, 11.39)

---

No. 6
ORCA calculation (ωB97M-V/def2-TZVPD) on CH3NO2S in the gas phase.

Computed properties:
Energy relative to the best compared isomer or geometry (same formula, charge and spin)   2.075 eV
Total energy   -643.23792 a.u.
Molecular weight   93.11 g mol⁻¹
Spin multiplicity   1
Highest occupied orbital energy   -10.943 eV
SMILES   CN=S(=O)=O
HOMO-LUMO gap   9.989 eV

Element x y z (Å)
C (-1.12, 0.13, 0.01)
N (0.13, 0.77, 0.24)
S (1.40, -0.05, -0.05)
O (2.67, 0.65, 0.03)
O (1.43, -1.50, -0.04)
H (-1.92, 0.38, 0.78)
H (-1.17, -0.92, -0.11)
H (-1.42, 0.53, -0.86)